Arrangement i

One molecule with the formula C2H3NOS2. Source: the OMol25 dataset; level of theory: ωB97M-V with the def2-TZVPD basis set.

Kohn-Sham gap: 0.31860 hartree
charge: 0
SMILES: O=CNSC=S

Element x y z (Å)
C 1.13976 1.24565 -0.60606
C -0.97313 -0.69369 0.51032
H 2.20242 1.73387 -0.40020
H 1.73238 -0.55842 -0.78530
H -2.09967 -1.11774 0.70802
N 0.99914 -0.08671 -1.24786
O 0.06974 1.85073 -0.41809
S -0.53099 -0.59541 -1.04946
S -0.11819 -0.50260 1.87019

=====

Arrangement ii

One molecule with the formula C2H3NOS2. Source: the OMol25 dataset; level of theory: ωB97M-V with the def2-TZVPD basis set.

Kohn-Sham gap: 0.30849 hartree
charge: 0
SMILES: OC(=S)/C=N\S

Element x y z (Å)
C -0.03500 -1.00464 0.38544
C 0.90893 0.12976 0.20742
H -3.37631 -0.27456 -0.12179
H 0.47665 -1.92379 0.71216
H -0.44115 1.32359 0.86838
N -1.30303 -1.06712 0.23112
O 0.47233 1.36938 0.44980
S -2.20276 0.29262 -0.32098
S 2.41775 -0.12769 -0.31853

=====

Arrangement iii

A 2-piece molecular cluster, C2H3NOS2 overall. Source: the OMol25 dataset; level of theory: ωB97M-V with the def2-TZVPD basis set.

Kohn-Sham gap: 0.34594 hartree
charge: 0
SMILES: C#[N+][S-].O=CS

Element x y z (Å)
C -1.98406 1.18830 0.29614
C 2.13809 0.07168 -0.11849
N -2.13791 0.09385 -0.05231
O 1.30709 0.86173 -0.36252
S -2.64968 -1.28365 -0.52989
S 1.69616 -1.65718 0.19261
H -2.01538 2.11217 0.65770
H 3.21577 0.16073 -0.23321
H 0.42991 -1.54764 0.14999

=====

Arrangement iv

One molecule with the formula C2H3NOS2. Source: the OMol25 dataset; level of theory: ωB97M-V with the def2-TZVPD basis set.

Kohn-Sham gap: 0.30555 hartree
charge: 0
SMILES: S=CNOC=S

Element x y z (Å)
C -1.38078 -0.45069 -0.27973
C 1.48694 -0.11496 0.43480
H -0.82698 -1.49927 -0.36127
H -1.09518 1.59349 0.14155
H 1.18954 -0.30531 1.50023
N -0.59579 0.64171 0.31944
O 0.65784 0.88715 -0.37172
S -3.01429 -0.20676 0.00511
S 2.95200 -0.29226 -0.09718

=====

Stability, lowest: arrangement iv

=====

Arrangement i

A 2-piece molecular cluster, C4H3F3 overall. Source: the OMol25 dataset; level of theory: ωB97M-V with the def2-TZVPD basis set.

Kohn-Sham gap: 0.37386 hartree
charge: 0

Element x y z (Å)
C -0.71293 1.00717 0.00385
C 0.13760 1.49980 -0.66685
C 2.60894 -1.60093 0.06953
C -1.75176 0.21835 0.59416
F 1.23598 2.06518 -1.01936
F 1.36458 -1.88702 -0.25705
F 3.09059 -1.13653 -1.00954
H -2.09038 0.57282 1.50669
H -1.29309 -0.84552 0.84199
H -2.58953 0.10667 -0.06343

=====

Arrangement ii

One molecule with the formula C4H3F3. Source: the OMol25 dataset; level of theory: ωB97M-V with the def2-TZVPD basis set.

Kohn-Sham gap: 0.35502 hartree
charge: 0
SMILES: C=C(F)/C(F)=C\F

Element x y z (Å)
C -1.47386 0.47285 -0.00298
C -0.13982 0.59315 -0.09085
C 0.89953 -0.38474 0.01101
C 2.21865 -0.16624 0.07890
H -2.23020 1.27296 0.06087
H 2.90945 -1.02499 0.22684
H 2.56238 0.86655 0.06411
F -2.01127 -0.74114 0.08363
F 0.27208 1.89624 -0.02086
F 0.37600 -1.62228 -0.09926

=====

Stability, lowest: arrangement i